No. 1
Molecular formula: C16H14N2O2Pd
Method: DFT, ωB97M-V with the def2-TZVPD basis set

Element x y z (Å)
Pd -0.8583 -0.0145 -0.4862
O -2.0748 0.7431 0.9174
C -1.6570 1.7807 1.5657
C -2.1477 2.0182 2.8736
C -1.7173 3.0868 3.6157
C -0.7901 4.0138 3.1083
C -0.3326 3.8398 1.8301
C -0.7529 2.7557 1.0308
C -0.2429 2.7033 -0.3071
N -0.5353 1.8311 -1.2123
C 0.2367 1.8287 -2.4671
C 0.2345 0.4081 -3.0272
N 0.3084 -0.5693 -1.9484
C 1.0176 -1.6356 -2.0012
C 0.9871 -2.6936 -1.0395
C 1.8227 -3.8057 -1.2943
C 1.8591 -4.8915 -0.4665
C 1.0282 -4.8913 0.6694
C 0.2046 -3.8368 0.9497
C 0.1469 -2.6864 0.1159
O -0.6373 -1.7287 0.4899
H -2.8565 1.3048 3.2718
H -2.1000 3.2151 4.6213
H -0.4486 4.8409 3.7142
H 0.3676 4.5510 1.4046
H 0.4424 3.5096 -0.5810
H -0.2365 2.4752 -3.2097
H 1.2452 2.2035 -2.2787
H -0.7376 0.2593 -3.5043
H 1.0082 0.2517 -3.7829
H 1.6648 -1.7723 -2.8694
H 2.4425 -3.7818 -2.1844
H 2.5041 -5.7323 -0.6782
H 1.0383 -5.7445 1.3370
H -0.4333 -3.8366 1.8232

E_LUMO (spin up / spin down) (eV): -0.070 / -0.069
HOMO-LUMO gap (spin up / spin down) (eV): 7.5428 / 7.5433
HOMO level (spin up / spin down) (eV): -7.6 / -7.6

***

No. 2
Molecular formula: C16H14N3OTc
Method: DFT, ωB97M-V with the def2-TZVPD basis set

Element x y z (Å)
Tc 0.0014 0.8743 0.8891
C -4.1332 -0.1463 1.5990
C -4.6366 -0.1969 0.3100
C -3.7775 -0.0124 -0.7794
C -2.4443 0.2100 -0.5453
N -1.9425 0.2639 0.7385
C -2.7822 0.0879 1.7786
C -1.4092 0.4016 -1.5822
C -1.4694 0.3042 -2.9636
C -0.2865 0.4454 -3.6875
C 0.9547 0.6368 -3.0601
C 0.9519 0.7281 -1.6917
N -0.2155 0.6570 -1.0286
C 2.0575 0.8202 -0.6285
C 3.4485 0.6628 -1.1128
C 4.1884 -0.4196 -0.7300
C 3.6802 -1.3732 0.1671
C 2.3969 -1.1791 0.7419
N 1.6515 -0.1706 0.3797
H -4.7703 -0.2846 2.4619
H -5.6910 -0.3766 0.1394
H -4.1654 -0.0429 -1.7886
H -2.3450 0.1345 2.7698
H -2.4012 0.1093 -3.4765
H -0.3234 0.3754 -4.7679
H 1.8669 0.6904 -3.6388
H 3.8343 1.3917 -1.8161
H 5.1875 -0.5465 -1.1282
H 4.2578 -2.2362 0.4693
H 2.0216 -1.8472 1.5106
C 2.7585 2.7208 0.8805
O 1.6836 2.0327 0.1280
H 3.4562 3.1340 0.1578
H 3.2390 2.0192 1.5603
H 2.2588 3.5194 1.4208

2S+1: 4
E_LUMO (spin up / spin down) (eV): -12.149 / -13.057
<S²>: 3.786
HOMO-LUMO gap (spin up / spin down) (eV): 6.9832 / 6.7300
HOMO level (spin up / spin down) (eV): -19.1 / -19.8
Charge: +3

***

No. 3
Molecular formula: C16H14N8O2
Method: DFT, ωB97M-V with the def2-TZVPD basis set

Element x y z (Å)
N -4.9029 -3.2961 -7.5934
O 2.1164 -0.7111 -1.5019
O 4.0696 1.6917 1.5390
N -5.5284 -3.3550 -5.1629
N 0.3083 0.1586 1.9195
N -1.7807 -0.4416 1.1933
N -0.7320 -1.1430 -1.3489
N -5.1792 -3.3302 -6.4089
C 1.4920 -0.4548 -0.4957
C 3.3156 1.9115 2.4941
C 1.5757 0.3682 1.7449
C -2.5400 -0.9475 0.1864
C -0.4888 -0.3751 0.9229
C 0.0477 -0.6560 -0.3345
C -2.0400 -1.3296 -1.0506
C -5.0610 -2.7930 -2.8091
C -3.3941 -2.3660 -4.4842
C -4.2191 -2.2860 -1.8071
C -2.5237 -1.8931 -3.4854
C -4.6976 -2.8235 -4.1787
C -2.9501 -1.8326 -2.1280
N 2.2172 -0.0034 0.5914
N 2.2141 1.0817 2.7225
C 4.3040 4.2575 2.9365
C 4.5391 2.3887 4.5155
C 3.5995 3.0102 3.4867
H -3.5849 -0.9937 0.4307
H -6.0635 -3.1016 -2.5770
H -3.0826 -2.2880 -5.4972
H -4.6332 -2.3670 -0.8141
H -1.5233 -1.4698 -3.7348
H 3.1660 0.3883 0.4367
H 1.6620 1.2633 3.5524
H 5.3219 4.0476 2.5585
H 4.3696 5.0029 3.7323
H 3.6898 4.6640 2.1101
H 3.9762 1.6235 5.0962
H 5.3872 1.9082 4.0593
H 4.8666 3.1562 5.2549
H 2.6869 3.3355 3.9285

E_LUMO (eV): -0.606
HOMO-LUMO gap (eV): 7.6271
HOMO level (eV): -8.2

***

No. 4
Molecular formula: C16H15BrN2O3
Method: DFT, ωB97M-V with the def2-TZVPD basis set

Element x y z (Å)
C -0.0044 1.6665 4.7544
O -0.7684 0.5192 4.4125
C -1.2256 0.4986 3.1432
O -1.0806 1.3861 2.3452
N -1.9404 -0.6567 2.9568
N -2.5601 -1.1150 1.8492
C -2.2066 -0.8579 0.6547
C -1.0834 -0.1040 0.0952
C -1.3262 0.6647 -1.0420
C -0.3209 1.4331 -1.5891
Br -0.6895 2.4872 -3.1291
C 0.9521 1.4483 -1.0445
C 1.2134 0.6518 0.0514
C 0.2175 -0.1312 0.6233
O 0.5615 -0.9093 1.7035
C 0.5305 -2.3186 1.4697
C 1.4541 -2.6847 0.3379
C 2.8235 -2.7711 0.5527
C 3.6825 -3.0238 -0.5017
C 3.1807 -3.1854 -1.7821
C 1.8174 -3.0960 -2.0043
C 0.9579 -2.8442 -0.9494
H 0.2348 1.5643 5.8096
H 0.9075 1.7038 4.1554
H -0.5817 2.5760 4.5762
H -2.1947 -1.1694 3.7915
H -2.8953 -1.2701 -0.0768
H -2.3187 0.6826 -1.4679
H 1.7275 2.0596 -1.4793
H 2.2003 0.6242 0.4867
H -0.4913 -2.6560 1.2547
H 0.8635 -2.7556 2.4139
H 3.2131 -2.6356 1.5513
H 4.7458 -3.0921 -0.3247
H 3.8513 -3.3799 -2.6058
H 1.4215 -3.2194 -3.0014
H -0.1064 -2.7729 -1.1257

E_LUMO (eV): 0.584
HOMO-LUMO gap (eV): 9.2147
HOMO level (eV): -8.6
SMILES string: COC(=O)N/N=C\c1cc(Br)ccc1OCc1ccccc1

***

No. 5
Molecular formula: C16H15BrRu
Method: DFT, ωB97M-V with the def2-TZVPD basis set

Element x y z (Å)
C -0.9420 -1.2005 -2.8819
C -0.8801 -2.1518 -1.8396
C -1.4697 -1.5651 -0.6572
H -0.4908 -3.1648 -1.9020
C -1.8052 -0.1714 -0.9925
C -1.4802 0.0059 -2.3831
H -1.6747 0.9204 -2.9428
H -0.6516 -1.3852 -3.9132
H -1.7864 -2.0864 0.2380
H -2.4040 0.4945 -0.3790
Ru 0.1706 -0.3800 -0.1940
Br 1.2884 -2.3536 0.7199
C 2.1658 0.5774 -0.5173
C 1.2808 1.3688 -1.3643
C 1.3539 0.8143 -2.6850
H 0.7958 2.2952 -1.0675
C 2.1902 -0.3369 -2.6536
C 2.6990 -0.4920 -1.3391
H 3.3730 -1.2590 -0.9905
H 2.5831 0.9076 0.4270
H 0.8721 1.2297 -3.5650
H 2.3977 -1.0048 -3.4870
C -0.9219 1.1094 4.2345
C -1.8696 0.4066 3.4921
C -1.6049 0.0501 2.1645
C -0.3723 0.3986 1.6119
C 0.5820 1.1204 2.3281
C 0.3077 1.4595 3.6581
H -1.1327 1.3867 5.2664
H -2.8277 0.1227 3.9274
H -2.3314 -0.5083 1.5812
H 1.5232 1.3932 1.8690
H 1.0619 1.9987 4.2367

2S+1: 5
E_LUMO (spin up / spin down) (eV): -0.384 / -1.594
<S²>: 6.075
HOMO-LUMO gap (spin up / spin down) (eV): 6.7662 / 6.2526
HOMO level (spin up / spin down) (eV): -7.2 / -7.8

***

No. 6
Molecular formula: C16H15CdClS
Method: DFT, ωB97M-V with the def2-TZVPD basis set

Element x y z (Å)
C -2.2307 -0.9961 -1.2454
C -1.6616 -1.1691 -2.5414
C -1.4531 0.1142 -3.1020
H -1.5042 -2.1271 -3.0470
C -1.8898 1.0986 -2.1806
C -2.3919 0.4283 -1.0263
H -2.8944 0.8974 -0.1751
H -2.6032 -1.7907 -0.5829
H -1.1207 0.3106 -4.1157
H -1.9035 2.1837 -2.3396
Cd -0.1387 -0.2839 0.0185
Cl 0.3366 -2.5461 0.6694
C 2.5870 0.0910 -0.9024
C 2.2495 1.3407 -1.5307
C 1.7702 1.0569 -2.8425
H 2.3251 2.3219 -1.0587
C 1.8543 -0.3549 -3.0532
C 2.3692 -0.9538 -1.8673
H 2.5828 -2.0119 -1.7032
H 3.0132 -0.0352 0.0933
H 1.4500 1.7836 -3.5725
H 1.6369 -0.8618 -3.9779
S -0.1285 2.1519 1.0001
C -0.1690 1.0274 2.3034
C 1.0366 0.4581 2.8310
C 0.9973 -0.3898 3.9418
C -0.2279 -0.7386 4.5069
C -1.4266 -0.3113 3.9388
C -1.4090 0.5323 2.8250
H 1.9719 0.6870 2.3185
H 1.9289 -0.7591 4.3572
H -0.2474 -1.3557 5.3945
H -2.3806 -0.6118 4.3575
H -2.3286 0.8132 2.3086

E_LUMO (eV): 5.311
HOMO-LUMO gap (eV): 5.5913
HOMO level (eV): -0.3
Charge: -2

***

No. 7
Molecular formula: C16H15Cl2N3O4S
Method: DFT, ωB97M-V with the def2-TZVPD basis set

Element x y z (Å)
O -0.4821 -0.8255 4.4793
C -1.1799 -0.3666 3.6066
C -1.6663 1.0687 3.5450
C -0.6687 1.8808 2.7091
C -0.6538 1.4844 1.2408
O -1.5292 0.8312 0.7060
N 0.4091 2.0013 0.5685
C 0.7371 1.7317 -0.7711
C 2.0329 1.3199 -1.0717
C 2.4185 1.0790 -2.3752
C 1.5068 1.2382 -3.4062
C 0.2194 1.6546 -3.1274
C -0.1639 1.9167 -1.8199
Cl -1.7440 2.5377 -1.5364
N -1.6533 -1.1316 2.5690
N -0.9408 -2.2791 2.2107
S 0.5616 -1.8776 1.4844
O 1.5030 -2.9135 1.7732
O 0.9174 -0.5181 1.8058
C 0.1855 -1.8978 -0.2673
C 1.2718 -1.9538 -1.1206
C 1.0793 -1.8727 -2.4875
C -0.2099 -1.7123 -2.9756
Cl -0.4553 -1.5642 -4.6708
C -1.3016 -1.6699 -2.1213
C -1.0996 -1.7702 -0.7548
H -1.7009 1.4734 4.5564
H -2.6580 1.1128 3.0948
H 0.3326 1.7440 3.1197
H -0.9274 2.9423 2.7619
H 1.1964 2.2745 1.1396
H 2.7311 1.1846 -0.2592
H 3.4300 0.7677 -2.5856
H 1.7977 1.0490 -4.4276
H -0.4949 1.8022 -3.9217
H -1.9869 -0.6089 1.7578
H -0.7469 -2.8299 3.0434
H 2.2576 -2.0697 -0.6998
H 1.9139 -1.9236 -3.1680
H -2.2969 -1.5541 -2.5200
H -1.9412 -1.7557 -0.0842

E_LUMO (eV): 0.495
HOMO-LUMO gap (eV): 9.5493
HOMO level (eV): -9.1
SMILES string: O=C(CCC(=O)Nc1ccccc1Cl)NNS(=O)(=O)c1ccc(Cl)cc1

***

No. 8
Molecular formula: C16H15Cl2NO3S
Method: DFT, ωB97M-V with the def2-TZVPD basis set

Element x y z (Å)
C 1.2384 4.1145 -3.2732
C 0.6512 2.8566 -2.7131
C -0.5368 2.8824 -1.9915
C -1.0616 1.7204 -1.4536
C -0.3873 0.5300 -1.6336
S -1.0582 -0.9769 -0.9550
O -2.4063 -0.7676 -0.5230
O -0.7930 -2.0429 -1.8799
N -0.1358 -1.3064 0.4543
C 1.1126 -1.9989 0.2405
C 2.3136 -1.0893 0.4593
C 2.2901 0.0308 1.4014
O 2.2566 0.2312 0.0149
C -0.9017 -1.5697 1.5969
C -1.1067 -2.8569 2.0855
C -1.9007 -3.0592 3.2006
Cl -2.1280 -4.6639 3.7882
C -2.5261 -1.9999 3.8400
C -2.3421 -0.7197 3.3520
C -1.5320 -0.5076 2.2494
Cl -1.2740 1.0874 1.6765
C 0.7788 0.4730 -2.3722
C 1.2952 1.6376 -2.9064
H 1.6114 3.9500 -4.2817
H 2.0776 4.4348 -2.6560
H 0.5039 4.9151 -3.2929
H -1.0575 3.8181 -1.8499
H -1.9937 1.7222 -0.9120
H 1.1167 -2.3734 -0.7878
H 1.2142 -2.8510 0.9189
H 3.2654 -1.5885 0.2809
H 1.3744 0.2639 1.9289
H 3.2073 0.3332 1.8945
H -0.6660 -3.7025 1.5812
H -3.1500 -2.1754 4.7012
H -2.8191 0.1210 3.8298
H 1.2599 -0.4771 -2.5331
H 2.2092 1.6041 -3.4802

E_LUMO (eV): 0.685
HOMO-LUMO gap (eV): 9.6202
HOMO level (eV): -8.9
SMILES string: Cc1ccc(S(=O)(=O)N(C[C@@H]2CO2)c2cc(Cl)ccc2Cl)cc1

***

No. 9
Molecular formula: C16H15ClIrO4
Method: DFT, ωB97M-V with the def2-TZVPD basis set

Element x y z (Å)
Ir 0.2192 -0.2138 0.4227
C -0.2000 -1.6061 3.9175
C 0.4510 -1.8047 2.5840
C 1.4816 -0.9055 2.1418
C 2.1774 -1.1097 0.9381
C 1.7562 -2.1599 0.0811
C 0.6762 -2.9400 0.4468
C 0.0703 -2.8038 1.7186
H -0.2304 -0.5486 4.1791
H 0.3680 -2.1224 4.6942
H -1.2135 -2.0016 3.9256
H 1.7744 -0.0939 2.7954
H 3.0387 -0.5060 0.6888
H 2.2515 -2.3069 -0.8666
H 0.3179 -3.7100 -0.2232
H -0.7327 -3.4733 1.9993
Cl -3.2762 6.1422 0.4148
C -2.3371 4.7205 0.6799
C -1.3214 4.7353 1.6557
C -0.5559 3.6258 1.8945
C -0.7548 2.4437 1.1602
O 0.0038 1.4142 1.4782
C -1.7765 2.4265 0.1869
C -2.1052 1.2717 -0.5585
O -1.4982 0.1751 -0.5845
C -2.5657 3.5848 -0.0349
H -1.1503 5.6434 2.2183
H 0.2259 3.6340 2.6409
H -2.9912 1.3149 -1.1960
H -3.3479 3.5541 -0.7826
C 1.4434 -0.0761 -3.5077
O 0.9564 -0.4813 -2.2041
C 1.0249 0.4674 -1.2585
O 1.4648 1.5653 -1.4222
H 1.5035 -0.9885 -4.0912
H 2.4180 0.3960 -3.4175
H 0.7429 0.6218 -3.9607

E_LUMO (eV): -4.125
HOMO-LUMO gap (eV): 7.2905
HOMO level (eV): -11.4
Charge: +1

***

No. 10
Molecular formula: C16H15ClIrS
Method: DFT, ωB97M-V with the def2-TZVPD basis set

Element x y z (Å)
C 1.6750 0.6592 -2.6586
C 0.4813 1.5219 -2.4803
C -0.6636 0.7631 -2.7597
H 0.5100 2.6138 -2.2633
C -0.2669 -0.6298 -2.8448
C 1.1821 -0.6624 -3.0620
H 1.7507 -1.4984 -3.4102
H 2.7323 0.8786 -2.4613
H -1.6745 1.1135 -2.9779
H -0.9067 -1.4971 -2.8896
Ir 0.7910 -0.3874 -1.0332
Cl 1.1724 1.0472 0.6844
C -2.5501 1.1827 1.2472
C -3.1868 0.3556 0.2865
C -3.6625 1.2017 -0.7862
H -3.2900 -0.7281 0.3444
C -3.2553 2.5389 -0.5016
C -2.6311 2.5456 0.7728
H -2.2747 3.4268 1.3131
H -2.1042 0.8499 2.1755
H -4.1870 0.8459 -1.6841
H -3.4316 3.3841 -1.1371
S -0.2792 -1.9070 0.1747
C 1.0106 -1.9110 1.3170
C 0.6716 -1.6461 2.6586
C 1.6939 -1.3011 3.5247
C 3.0478 -1.2908 3.0969
C 3.3536 -1.6258 1.7766
C 2.3336 -2.0195 0.9053
H -0.3638 -1.7402 2.9881
H 1.4564 -1.0703 4.5626
H 3.8564 -1.0586 3.8013
H 4.3905 -1.6122 1.4067
H 2.6189 -2.3427 -0.0866

2S+1: 6
E_LUMO (spin up / spin down) (eV): 0.426 / -2.486
<S²>: 8.798
HOMO-LUMO gap (spin up / spin down) (eV): 5.6711 / 5.3084
HOMO level (spin up / spin down) (eV): -5.2 / -7.8

***

No. 11
Molecular formula: C16H15CuN
Method: DFT, ωB97M-V with the def2-TZVPD basis set

Element x y z (Å)
Cu 0.7136 -0.1726 -0.4257
C 0.7288 -0.1187 -2.2569
H 1.7900 -0.1691 -2.0728
H 0.2855 -0.9945 -2.7613
H 0.3334 0.8281 -2.6748
H -0.9029 0.3031 -0.7476
H -1.3340 -0.2679 -0.7790
C -3.3922 -3.0155 -0.9983
C -3.1644 -3.6008 0.2294
C -2.3492 -3.0159 1.1961
C -1.6630 -1.7976 0.9058
C -1.9342 -1.2674 -0.3102
C -2.7929 -1.7669 -1.2901
C -0.6619 -1.2777 1.8607
C -0.6924 -1.6373 3.2157
C 0.2331 -1.2028 4.0919
C 1.2419 -0.3190 3.6813
C 2.2009 0.2219 4.5755
C 3.1779 1.1331 4.1150
C 3.1840 1.4705 2.7391
C 2.2798 0.9402 1.8595
C 1.2829 0.0439 2.2886
N 0.3542 -0.4843 1.4261
H -4.0010 -3.4733 -1.7688
H -3.6386 -4.5877 0.4603
H -2.1728 -3.4986 2.1460
H -2.9430 -1.2539 -2.2040
H -1.5201 -2.2980 3.5501
H 0.2135 -1.5191 5.1654
H 2.1714 -0.0704 5.6193
H 3.8874 1.5469 4.7963
H 3.9481 2.1815 2.3830
H 2.3035 1.2063 0.7897

2S+1: 2
E_LUMO (spin up / spin down) (eV): -0.703 / -0.684
<S²>: 0.760
HOMO-LUMO gap (spin up / spin down) (eV): 4.9489 / 6.3643
HOMO level (spin up / spin down) (eV): -5.7 / -7.0

***

No. 12
Molecular formula: C16H15F4N3O4
Method: DFT, ωB97M-V with the def2-TZVPD basis set

Element x y z (Å)
C -3.2255 -2.9452 1.2478
C -2.1739 -3.7583 0.5113
O -1.2548 -2.8908 -0.1734
C -0.1887 -2.5055 0.4826
O 0.2170 -2.9062 1.5389
C 0.6776 -1.5385 -0.3931
N -0.1151 -0.4136 -0.8111
C -1.0029 0.1145 0.0805
O -1.2705 -0.4516 1.1180
C -1.6149 1.3966 -0.3591
C -0.8316 2.4412 -0.8444
C -1.4129 3.6448 -1.2003
C -2.7830 3.8210 -1.0868
C -3.5798 2.7934 -0.6143
C -2.9883 1.5976 -0.2487
F -3.7750 0.5994 0.1833
N 1.8453 -1.2071 0.3775
C 2.4689 0.0035 0.2996
C 3.5456 0.4287 1.1296
C 3.8679 1.6592 0.6441
C 4.8960 2.6498 1.0423
O 3.0597 1.9601 -0.3843
N 2.1861 0.9263 -0.5929
C 1.1229 -2.3023 -1.6627
F 2.0183 -1.6037 -2.3710
F 1.6990 -3.4699 -1.3564
F 0.1101 -2.5684 -2.4915
H -3.9068 -3.6144 1.7649
H -3.7855 -2.3295 0.5492
H -2.7448 -2.2895 1.9688
H -2.6169 -4.3710 -0.2763
H -1.6083 -4.3863 1.2062
H 0.2856 0.1771 -1.5290
H 0.2382 2.3124 -0.9167
H -0.7938 4.4481 -1.5682
H -3.2343 4.7603 -1.3674
H -4.6488 2.9033 -0.5221
H 1.8733 -1.6820 1.2752
H 3.9884 -0.1093 1.9394
H 5.4625 2.2728 1.8877
H 4.4227 3.5921 1.3132
H 5.5709 2.8409 0.2096

E_LUMO (eV): 0.724
HOMO-LUMO gap (eV): 9.9402
HOMO level (eV): -9.2
SMILES string: CCOC(=O)[C@@](NC(=O)c1ccccc1F)(Nc1cc(C)on1)C(F)(F)F